--- i ---
ORCA calculation (wB97M-V/def2-TZVPD) on a molecular structure, C17H27N6OW.

Each line ends with the Mulliken spin population.
Geometry (Å):
W 0.7272 -0.1199 -0.0781  1.240
O -1.6065 2.1734 -1.2149  -0.009
N -1.5177 -1.9986 -1.1022  0.092
N 1.7819 1.2262 -1.4280  0.056
N -1.1060 -0.7019 0.5746  -0.003
N 0.8351 -2.1641 0.4906  -0.014
N -0.1363 1.5100 0.3662  -0.109
N 2.7381 -0.2095 0.8545  0.045
C -2.6028 3.1487 -1.6164  -0.002
C -1.6125 1.6715 0.0891  0.020
C 0.7475 2.7037 0.2783  0.040
C 3.1307 -1.6602 1.0893  -0.018
C 1.5337 2.6664 -1.0299  -0.008
C -2.3250 2.5384 1.1019  -0.016
C -3.4813 -0.1915 0.3624  0.399
C -2.1230 0.2073 0.0733  -0.047
C -1.4922 -2.1564 0.3902  -0.101
C 3.6986 0.6313 0.0360  -0.002
C -0.2352 -4.4012 0.6679  0.010
C 3.2153 0.7583 -1.3932  0.017
C -3.7548 -1.4571 0.8914  -0.057
C -0.2011 -2.9308 0.5881  0.032
C -2.7992 -2.4433 1.0049  0.461
C -1.1803 -0.6236 -0.9556  -0.050
C 2.2439 -2.5920 0.2807  0.036
H 2.6931 0.2202 1.7770  0.004
H -0.7308 -4.7016 1.5969  0.000
H 3.2526 -0.2065 -1.9013  -0.005
H 2.4596 -2.5232 -0.7890  -0.003
H -1.8827 3.5323 1.1595  0.002
H 3.8636 1.4358 -1.9471  -0.002
H 0.7421 -4.8689 0.6183  0.000
H 1.4660 1.1360 -2.3916  0.001
H 2.4776 3.2022 -0.9512  -0.003
H 4.6971 0.2003 0.0580  0.000
H 3.7610 1.6104 0.5076  -0.003
H -2.3150 -2.2960 -1.6527  -0.011
H 0.9507 3.1196 -1.8248  -0.004
H -3.0196 -3.4256 1.4029  0.007
H -4.7655 -1.6668 1.2191  0.008
H -0.8531 -4.7806 -0.1520  -0.001
H -2.2766 2.0782 2.0902  0.000
H -2.4138 3.3251 -2.6700  0.000
H -4.2843 0.5156 0.2060  0.009
H 2.9883 -1.8654 2.1477  -0.004
H -2.4978 4.0824 -1.0681  -0.001
H -3.3718 2.6598 0.8309  0.005
H 0.1713 3.6247 0.3450  0.000
H 1.4088 2.6885 1.1421  -0.013
H 2.4326 -3.6227 0.5713  0.001
H 4.1817 -1.8156 0.8571  -0.002
H -3.6130 2.7567 -1.5027  0.000

## Properties
<S²>	2.10
net charge	+3
Kohn-Sham gap (alpha / beta)	5.6 / 8.0	eV
E_LUMO (alpha / beta)	-0.429 / -0.410	hartree
spin multiplicity	3



--- ii ---
ORCA calculation (wB97M-V/def2-TZVPD) on a molecular structure, C17H27N6OW.

Each line ends with the Mulliken spin population.
Geometry (Å):
W 0.0874 -1.1559 0.5886  1.532
O -0.7427 -2.7216 0.0051  0.138
N 2.1495 -0.4993 0.8863  -0.011
N 1.2504 -3.2511 2.8377  0.104
N 1.1278 -1.1569 -1.2256  0.006
N -1.9496 -0.9627 1.7114  0.036
N -1.1964 -0.2701 -0.9058  -0.001
N 0.0778 0.8521 1.8110  0.034
C -2.4997 0.1953 -0.4112  0.001
C -0.9766 -0.6065 -2.1310  0.018
C 1.0105 -1.3147 -3.5804  -0.010
C 0.8480 -2.4732 2.0985  -0.140
C -1.9097 -0.4822 -3.2816  -0.001
C 3.0538 -0.8328 0.0283  0.107
C 2.3764 -1.5749 -3.6179  0.042
C -2.0203 0.1158 2.7417  -0.014
C -0.6283 0.5662 3.0909  0.023
C 2.4406 0.2729 2.0962  0.004
C 2.4644 -1.2490 -1.2602  0.035
C 3.1248 -1.4971 -2.4479  -0.015
C 1.4427 1.4115 2.0512  -0.003
C 0.4083 -1.0895 -2.3565  0.073
C -0.9370 -4.1316 -0.1060  -0.002
C -2.9840 -0.7853 0.6414  0.003
C 4.5226 -0.6819 0.1996  -0.002
H -2.3687 1.1948 0.0073  -0.001
H -1.0779 -4.5764 0.8785  0.015
H -3.1663 -1.7543 0.1836  0.000
H -3.9205 -0.4364 1.0763  -0.003
H -0.6609 1.4503 3.7280  0.000
H 1.6883 2.0725 1.2221  -0.004
H 4.8291 -0.7671 1.2390  0.002
H -0.4580 1.5846 1.3502  0.007
H -2.5886 0.9513 2.3320  -0.001
H 1.5942 -3.9340 3.4991  -0.003
H 4.8468 0.2954 -0.1748  0.009
H 5.0544 -1.4380 -0.3771  0.003
H 2.3150 -0.3456 2.9859  0.000
H 3.4534 0.6660 2.0968  0.002
H -1.8219 -4.3226 -0.7084  0.002
H -0.0817 -0.2118 3.6243  0.001
H -2.9540 -0.4374 -2.9926  0.001
H 2.8658 -1.7726 -4.5634  -0.001
H 1.4628 1.9957 2.9704  0.000
H -2.1578 -1.8469 2.1662  0.009
H -3.2458 0.2821 -1.1939  -0.001
H -0.0742 -4.5891 -0.5852  -0.001
H 0.4416 -1.2575 -4.4985  0.000
H -1.6792 0.4302 -3.8424  0.006
H -1.7826 -1.3217 -3.9645  0.001
H -2.5515 -0.2283 3.6271  -0.001
H 4.2023 -1.5938 -2.4758  0.002

## Properties
<S²>	2.02
net charge	+3
Kohn-Sham gap (alpha / beta)	7.5 / 8.3	eV
E_LUMO (alpha / beta)	-0.365 / -0.409	hartree
spin multiplicity	3



--- iii ---
ORCA calculation (wB97M-V/def2-TZVPD) on a molecular structure, C17H27N6OW.

Each line ends with the Mulliken spin population.
Geometry (Å):
W -0.1994 -0.2749 0.5323  1.525
O -1.9815 0.2015 0.9011  0.147
N -0.6145 0.0097 -1.5098  0.022
N 0.7191 -1.8396 -0.6345  -0.038
N 2.0992 -0.3078 0.8882  0.030
N 0.1320 0.5272 2.6090  0.026
N -1.4638 -3.0397 1.9138  0.074
N -0.0403 1.8266 0.1273  -0.004
C 0.3218 2.6778 1.2692  0.007
C -0.9630 -2.1199 1.4409  -0.126
C 2.6829 -1.6897 0.7765  -0.007
C 1.4514 0.1468 3.1883  0.006
C -0.5221 -1.0119 -2.3852  0.052
C -0.6380 2.2922 -0.9253  0.031
C -1.4951 0.3568 -4.0802  0.047
C 1.7252 -2.6493 0.0548  -0.004
C 2.5266 0.3678 2.1503  -0.009
C -0.9403 3.7305 -1.1593  0.000
C -0.9862 -0.8757 -3.6846  -0.014
C -3.3770 0.2637 0.6298  -0.001
C 0.2951 -2.1063 -1.8329  0.101
C -0.9622 1.2464 -1.9236  0.080
C 0.6773 -3.3056 -2.6232  0.000
C -0.1373 2.0093 2.5650  0.003
C -1.4370 1.4430 -3.2114  -0.010
H 0.5183 -4.2145 -2.0411  0.006
H 1.6514 0.7139 4.0989  0.002
H 2.2685 -3.2834 -0.6436  0.007
H -1.7102 4.0681 -0.4595  0.004
H 2.6719 1.4261 1.9487  -0.003
H -1.9034 -3.8489 2.3297  -0.003
H -3.9252 -0.1700 1.4659  0.011
H 3.4875 -0.0195 2.4902  0.000
H -1.7351 2.4236 -3.5525  0.000
H -3.6748 1.3068 0.5136  0.008
H -0.1501 3.6576 1.2073  -0.001
H 1.7366 -3.2651 -2.8925  0.009
H -3.6047 -0.2883 -0.2836  0.001
H 0.1047 -3.3843 -3.5418  0.000
H -1.8745 0.4881 -5.0848  -0.001
H -0.5871 0.1479 3.2222  0.013
H 2.4867 0.2298 0.1165  0.009
H -0.9344 -1.6954 -4.3866  0.001
H 3.6341 -1.6212 0.2491  -0.001
H 1.2217 -3.3064 0.7655  0.006
H 1.3924 -0.9094 3.4610  0.003
H -1.2158 2.1248 2.6616  0.000
H 2.8958 -2.0578 1.7782  -0.004
H -0.0533 4.3449 -1.0006  0.003
H 0.3316 2.4939 3.4231  -0.002
H 1.3990 2.8430 1.2423  -0.005
H -1.3047 3.9168 -2.1637  0.000

## Properties
<S²>	2.02
net charge	+3
Kohn-Sham gap (alpha / beta)	7.4 / 8.2	eV
E_LUMO (alpha / beta)	-0.371 / -0.411	hartree
spin multiplicity	3



Which structure loses on stability? i does.



--- i ---
ORCA calculation (wB97M-V/def2-TZVPD) on 2 unconnected molecules or ions with the total composition C2H7NO4P.

Each line ends with the natural charge from an NBO analysis.
Geometry (Å):
P 1.9414 -0.0917 -0.0180  2.344
O 1.9712 1.4393 0.6171  -1.022
O 2.4136 -0.0298 -1.4116  -1.164
O 2.6935 -0.9100 0.9468  -1.185
O 0.1410 -2.0513 -0.7456  -0.967
N -0.1156 -0.5566 1.4411  -0.833
C -0.8488 0.5304 -0.6307  -0.665
C 0.1306 -0.2965 0.1114  0.089
H 1.9227 1.2987 1.5485  0.475
H 0.9175 -2.1584 -1.2430  0.450
H -0.3915 1.5664 -0.8280  0.248
H -1.3549 0.1349 -1.5983  0.254
H -1.0584 -0.6917 1.7203  0.361
H -1.7037 0.7240 0.0929  0.182
H 0.6420 -1.1804 1.8227  0.435

## Properties
net charge	-1
Kohn-Sham gap	8.9	eV
E_LUMO	0.141	hartree
spin multiplicity	1



--- ii ---
ORCA calculation (wB97M-V/def2-TZVPD) on 2 unconnected molecules or ions with the total composition C2H7NO4P.

Each line ends with the natural charge from an NBO analysis.
Geometry (Å):
P -1.7973 0.5245 0.4699  1.448
O -1.1518 -0.7093 1.0848  -1.223
O -2.2675 -0.0644 -1.0329  -1.034
O 3.4936 -0.2548 -0.2210  -0.682
O -3.4046 0.4396 1.1324  -1.058
N 1.6009 -0.6542 0.7802  -0.861
C 1.3502 0.5691 -1.2996  -0.736
C 2.2681 -0.0987 -0.2931  0.660
H -3.4554 0.6905 2.0663  0.466
H 1.9053 1.1554 -2.1329  0.219
H 0.6500 -0.1692 -1.7341  0.255
H 2.0921 -1.0787 1.6209  0.386
H 0.6811 1.2492 -0.6575  0.251
H 0.5667 -0.5928 0.8603  0.441
H -2.5312 -1.0063 -0.6436  0.468

## Properties
net charge	-1
Kohn-Sham gap	8.1	eV
E_LUMO	0.146	hartree
spin multiplicity	1



Which structure loses on stability? i does.



--- i ---
ORCA calculation (wB97M-V/def2-TZVPD) on 7 unconnected molecules or ions with the total composition H14O6S2.

Each line ends with the natural charge from an NBO analysis.
Geometry (Å):
S -2.7322 -0.3724 1.1189  -0.570
S -1.3651 0.8954 2.2636  -0.579
O 0.8945 3.9546 2.3520  -0.967
O 1.6050 -2.4831 -2.5157  -0.937
O -0.5829 -2.5203 3.4400  -0.972
O 0.7699 1.3983 -2.8821  -0.968
O 1.8950 0.9703 -0.3654  -0.964
O -1.4546 -1.1731 -2.0626  -0.913
H 0.7974 -2.9147 -2.7494  0.471
H -0.9254 -1.3383 -2.9414  0.446
H -0.6848 -1.6486 2.9504  0.504
H -2.3045 -1.2362 -2.3876  0.457
H -1.0771 1.5605 1.1433  0.117
H -3.4007 -0.5983 2.2993  0.105
H 1.0009 0.7724 -2.1698  0.498
H 0.6277 4.0843 3.2327  0.460
H 2.2818 -2.6741 -3.1639  0.467
H 1.2808 3.0539 2.3279  0.458
H 2.1860 1.8468 0.0554  0.485
H -0.2111 1.3489 -2.8097  0.465
H 2.3401 0.2362 -0.0045  0.477
H -0.9407 -3.1627 2.8685  0.461

## Properties
<S²>	0.75
net charge	-1
Kohn-Sham gap (alpha / beta)	2.9 / 5.9	eV
E_LUMO (alpha / beta)	0.094 / 0.093	hartree
spin multiplicity	2



--- ii ---
ORCA calculation (wB97M-V/def2-TZVPD) on 7 unconnected molecules or ions with the total composition H14O6S2.

Each line ends with the natural charge from an NBO analysis.
Geometry (Å):
S 3.2946 -1.6194 -0.6335  -0.580
S 5.1293 -1.0795 0.4043  -0.528
O -1.1099 -0.7070 -3.2478  -0.972
O 0.8198 0.0329 1.1374  -0.994
O -0.2411 -0.4575 4.5306  -0.948
O -2.7878 1.5996 -1.2472  -0.965
O -0.4302 2.5659 0.0371  -0.976
O -1.8235 -0.9592 0.0472  -0.943
H -0.3296 -0.1451 -3.2661  0.465
H -0.1092 -0.2085 0.9917  0.470
H 1.1873 -0.8156 0.7838  0.504
H -0.1410 0.3518 5.0558  0.460
H -0.1426 -0.1315 3.6214  0.486
H -1.3426 2.3136 -0.0737  0.475
H 3.2291 -0.5857 -1.4868  0.099
H -2.1332 1.4299 -1.9495  0.496
H 6.0645 -1.6075 -0.4057  0.091
H -0.0168 1.8917 0.5834  0.490
H -2.0508 -1.8661 0.2823  0.469
H -0.9955 -1.2684 -4.0253  0.460
H -3.6198 1.6889 -1.7006  0.471
H -2.4510 -0.4234 0.5611  0.469

## Properties
<S²>	0.75
net charge	-1
Kohn-Sham gap (alpha / beta)	2.7 / 6.8	eV
E_LUMO (alpha / beta)	0.092 / 0.089	hartree
spin multiplicity	2



Which structure loses on stability? i does.